{
  "formula": "C30H40BBrF8N2O7P",
  "method": "the ωB97M-V functional and the def2-TZVPD basis",
  "symbols": ["C", "C", "O", "C", "C", "O", "C", "C", "C", "C", "Br", "O", "B", "C", "C", "C", "C", "O", "O", "C", "C", "C", "C", "C", "C", "C", "O", "C", "P", "N", "C", "C", "C", "C", "N", "C", "H", "H", "H", "H", "H", "H", "H", "H", "H", "H", "H", "H", "H", "H", "H", "H", "H", "H", "H", "H", "H", "H", "H", "H", "H", "H", "H", "H", "H", "H", "H", "H", "H", "H", "H", "H", "C", "C", "C", "F", "F", "F", "F", "O", "C", "C", "F", "F", "F", "F", "H", "H", "H", "H"],
  "coordinates": [[5.692672, 2.387953, -2.098883], [4.305362, 2.135489, -2.668834], [3.331730, 2.939855, -2.023241], [2.443843, 2.213422, -1.193841], [1.276493, 1.613525, -1.976679], [1.441429, 0.213606, -2.158065], [0.362212, -0.605489, -1.748145], [-0.932006, -0.246582, -2.516391], [-1.528162, -1.331899, -3.395771], [-2.969004, -0.922296, -3.810489], [-0.475044, -1.546187, -5.030655], [0.727348, -1.893121, -2.122996], [1.591205, -2.522802, -1.086647], [3.128193, -2.743483, -1.578049], [3.906249, -1.478880, -1.935127], [5.439422, -1.624731, -1.998242], [5.992057, -2.205644, -0.744334], [6.236724, -1.580956, 0.233040], [6.229754, -3.558693, -0.785477], [1.060381, -4.064765, -0.593002], [1.188653, -4.359256, 0.873257], [0.107864, -4.911819, 1.571574], [0.186735, -5.200437, 2.937153], [1.349841, -4.951845, 3.656961], [2.444033, -4.416939, 2.974905], [2.356601, -4.130734, 1.610214], [1.418311, -1.556201, 0.058447], [0.312023, -0.798797, -0.169734], [-1.303317, -1.669686, 0.344015], [-1.410065, -1.870934, 1.902540], [0.313166, 0.458124, 0.667696], [-0.696051, 1.407675, 0.595850], [-0.598701, 2.505074, 1.427043], [0.478926, 2.613543, 2.281140], [1.480443, 1.739814, 2.357100], [1.362873, 0.683371, 1.543153], [6.447767, 2.082683, -2.816098], [5.825288, 3.440907, -1.876278], [5.805208, 1.818256, -1.182071], [4.066238, 1.081941, -2.540409], [4.292047, 2.340491, -3.738150], [2.946372, 1.398980, -0.673514], [2.055664, 2.930113, -0.476060], [1.283979, 2.086979, -2.961703], [0.329282, 1.874216, -1.515755], [-1.728918, 0.051104, -1.840087], [-0.778206, 0.613639, -3.163528], [-1.595797, -2.275838, -2.880224], [-3.181254, 0.110396, -3.557519], [-3.679613, -1.599094, -3.344240], [-3.105084, -1.039672, -4.877606], [3.650793, -3.362590, -0.854326], [3.055887, -3.352632, -2.481316], [3.613715, -1.208217, -2.947720], [3.633062, -0.636218, -1.309159], [5.726204, -2.248955, -2.838155], [5.870115, -0.634042, -2.125001], [5.579965, -4.015763, -0.239598], [0.052615, -4.311524, -0.929299], [1.713821, -4.773381, -1.109878], [-0.820194, -5.113799, 1.057504], [-0.658686, -5.616567, 3.466390], [1.428554, -5.164669, 4.711373], [3.359512, -4.199652, 3.505511], [3.221775, -3.684678, 1.141973], [-1.398063, -2.844445, -0.421759], [-2.352152, -0.841076, -0.111571], [-2.208466, -1.386738, 2.287416], [-1.528411, 1.295776, -0.078802], [-1.354531, 3.273317, 1.415578], [0.527545, 3.465809, 2.946605], [2.149524, -0.052756, 1.574032], [-5.618317, 2.786463, 3.353994], [-4.445419, 3.716665, 3.002856], [-4.543439, 5.175488, 3.451390], [-5.598242, 5.797179, 2.884329], [-3.420269, 5.826266, 3.067463], [-4.192793, 3.650042, 1.678225], [-3.362931, 3.209752, 3.649426], [-6.582614, 2.533677, 2.347099], [-7.668872, 3.344557, 2.164095], [-7.654226, 4.003179, 0.782132], [-6.542750, 4.743532, 0.618051], [-8.729728, 4.819166, 0.676533], [-7.800625, 4.254999, 3.147141], [-8.767738, 2.557145, 2.201915], [-5.156638, 1.814535, 3.519245], [-6.086004, 3.067174, 4.297899], [-4.628738, 5.238153, 4.539813], [-7.698405, 3.240451, 0.002347]],
  "forces_ev_per_a": [[-0.359, -0.069, -0.005], [0.207, -0.072, 0.021], [0.154, -0.009, 0.051], [-0.372, 0.106, -0.165], [0.320, 0.087, -0.531], [-0.310, 0.567, 0.380], [0.050, -1.611, -0.535], [0.042, 0.146, 0.110], [-0.966, 0.740, -0.165], [0.505, -0.483, -0.196], [0.138, -0.207, 0.117], [-0.275, 0.106, -0.080], [-0.080, -0.911, 0.630], [-0.234, 0.742, -0.135], [0.154, -0.453, -0.403], [-0.020, 0.138, -0.186], [-0.053, -0.218, -0.391], [0.119, 0.698, 1.091], [-0.128, -0.456, -0.490], [0.472, 0.464, -0.362], [-0.438, -0.263, 0.302], [0.360, 0.007, 0.659], [0.236, 0.088, -0.045], [0.258, 0.146, -0.692], [-0.473, -0.033, -0.397], [0.015, -0.017, 0.491], [0.421, -0.330, 0.359], [-0.558, 0.835, -0.874], [0.255, 0.206, 1.298], [-0.018, -0.234, -0.296], [-0.034, -0.102, -0.259], [0.321, -0.086, 0.437], [-0.340, 0.052, -0.231], [0.296, 0.281, 0.379], [-0.544, -0.144, -0.418], [0.371, -0.055, 0.329], [0.223, -0.138, -0.031], [0.023, 0.206, -0.020], [0.220, -0.009, 0.206], [-0.155, -0.117, -0.142], [-0.121, 0.177, -0.132], [0.147, 0.055, 0.178], [0.051, 0.079, 0.236], [-0.017, 0.058, -0.132], [-0.054, -0.133, 0.075], [-0.068, 0.037, 0.186], [0.208, 0.184, 0.005], [0.539, -0.361, -0.114], [-0.107, 0.137, 0.117], [-0.204, 0.146, 0.286], [-0.051, 0.043, -0.199], [0.119, -0.052, 0.250], [0.016, -0.237, -0.076], [-0.193, 0.275, -0.046], [0.057, -0.045, 0.344], [-0.009, -0.142, -0.143], [0.157, 0.096, -0.041], [0.122, -0.009, 0.256], [-0.173, 0.019, 0.009], [0.011, -0.109, -0.170], [-0.098, 0.029, -0.146], [-0.205, -0.022, -0.102], [-0.117, -0.050, 0.147], [0.117, 0.019, 0.033], [0.002, 0.072, -0.142], [0.044, 0.133, -0.229], [0.038, -0.164, -0.464], [-0.001, 0.031, 0.133], [-0.177, 0.020, -0.106], [-0.111, 0.133, 0.037], [0.109, 0.101, 0.086], [0.130, -0.099, 0.067], [-0.082, -0.465, 0.397], [-0.226, -0.235, -0.424], [0.191, 0.189, 0.073], [0.012, -0.057, 0.021], [-0.061, -0.053, 0.013], [-0.010, 0.109, 0.022], [0.075, 0.042, 0.203], [0.174, 0.451, -0.297], [0.124, -0.270, 0.315], [-0.043, 0.069, -0.217], [-0.040, 0.006, 0.027], [0.000, -0.021, 0.005], [0.012, 0.035, -0.068], [-0.123, -0.004, 0.008], [0.055, 0.004, -0.055], [0.005, 0.224, -0.058], [-0.022, -0.023, -0.015], [-0.007, -0.021, 0.035]],
  "mulliken_charge": [-1.41, 0.68, -0.54, -0.78, -0.59, -0.45, 0.98, -1.72, 0.30, -1.29, -0.20, -0.27, -0.30, -0.47, 0.19, -0.71, 0.53, -0.56, -0.55, -1.58, 1.29, -0.24, -0.72, -0.43, -0.98, 0.04, -0.02, 2.10, 0.25, -0.81, -0.51, -0.07, -0.91, -0.77, -0.70, -0.47, 0.39, 0.37, 0.28, -0.44, 0.43, 0.51, 0.16, 0.68, 0.41, -0.05, 0.65, 0.31, 0.32, 0.30, 0.41, -0.31, 0.28, 0.48, -0.43, 0.39, 0.16, 0.35, 0.39, 0.45, 0.26, 0.33, 0.39, 0.39, 0.36, 0.05, 0.04, 0.21, 0.25, 0.59, 0.42, 0.90, -0.84, 1.04, 0.01, -0.23, -0.26, -0.25, -0.32, -0.38, 0.81, 0.19, -0.22, -0.27, -0.29, -0.31, 0.46, 0.32, 0.29, 0.25],
  "energy_ev": -150821.399,
  "lumo_energy_ev": 1.83,
  "charge": -1,
  "homo_lumo_gap_ev": 6.9,
  "homo_energy_ev": -5.083
}